Below is a structure of composition C16H27ClPdSe3SiTe, with properties calculated with the ωB97M-V functional and the def2-TZVPD basis.

```
50
Properties=species:S:1:pos:R:3:forces:R:3:nbo_charge:R:1
Pd 1.299 1.132 1.490 -0.4197 -0.4503 -0.1715 0.18
Se 1.883 -0.869 2.764 -0.0107 0.0272 -0.1040 -0.42
Se 2.983 1.018 3.584 0.0958 0.0854 -0.0062 -0.55
Te 1.064 3.859 2.107 0.0583 0.3189 0.0458 -0.28
Se 1.132 2.963 -0.251 0.2570 0.0650 0.2418 -0.61
Cl 2.532 -2.715 -4.766 -0.0121 -0.0153 -0.0387 -0.07
C 2.892 -1.763 -3.341 -0.0024 0.0122 0.0176 -0.07
C 2.996 -2.397 -2.107 -0.0161 -0.0210 -0.0388 -0.26
C 3.291 -1.652 -0.988 0.0179 0.0980 0.0173 -0.17
C 3.496 -0.247 -1.066 -0.0409 -0.1193 -0.1348 -0.13
C 3.834 0.497 0.068 0.2274 -0.0123 -0.0949 -0.28
C 3.341 0.361 -2.340 0.0010 -0.0408 0.1236 -0.20
C 3.054 -0.388 -3.461 -0.0276 -0.0173 -0.0532 -0.20
H 2.831 -3.464 -2.035 0.0017 0.0101 -0.0027 0.21
H 3.340 -2.124 -0.014 -0.0023 0.0253 0.0288 0.23
H 3.958 1.566 0.004 -0.0492 0.0949 0.0220 0.21
H 4.046 0.012 1.007 -0.0883 -0.0029 0.1098 0.22
H 3.433 1.437 -2.416 0.0004 0.0109 0.0191 0.22
H 2.933 0.084 -4.428 -0.0017 -0.0035 0.0085 0.20
C -0.479 -1.899 0.732 0.0052 0.1383 0.0466 -1.22
Si -0.667 0.016 0.760 0.1384 -0.0330 0.1198 1.47
C -1.400 0.344 -1.043 0.0182 -0.0004 0.0068 -0.53
C -0.245 0.046 -2.005 0.0827 -0.0684 0.0201 -0.61
C -1.896 1.758 -1.365 -0.0169 0.1041 0.1053 -0.63
C -2.557 -0.606 -1.384 0.0046 0.0525 -0.0141 -0.61
C -2.007 0.366 2.157 0.0503 0.0143 -0.0546 -0.54
C -1.324 0.551 3.518 0.0184 -0.1146 -0.0357 -0.62
C -2.979 -0.809 2.291 0.0045 -0.0150 -0.0042 -0.61
C -2.804 1.643 1.873 0.0600 -0.0484 -0.0589 -0.61
H -1.363 -2.431 0.374 -0.0469 -0.0077 -0.0302 0.20
H -0.273 -2.251 1.746 0.0233 0.0284 0.0040 0.23
H 0.377 -2.184 0.116 -0.0181 0.0174 -0.0135 0.23
H 0.573 0.749 -1.844 0.0268 -0.0362 -0.0314 0.23
H -0.581 0.145 -3.048 -0.0217 -0.0099 0.0097 0.18
H 0.151 -0.966 -1.876 0.0270 0.0059 -0.0157 0.20
H -1.174 2.520 -1.068 -0.1499 -0.0987 -0.0563 0.26
H -2.848 1.981 -0.883 -0.0615 -0.0115 0.0353 0.19
H -2.056 1.840 -2.450 -0.0057 -0.0116 -0.0205 0.17
H -2.290 -1.656 -1.281 0.0220 -0.0951 0.0151 0.20
H -2.855 -0.447 -2.431 -0.0032 0.0081 0.0238 0.18
H -3.435 -0.409 -0.765 -0.0304 -0.0147 0.0304 0.19
H -0.741 -0.327 3.802 -0.0035 0.0678 0.0021 0.23
H -2.086 0.733 4.291 -0.0590 -0.0153 -0.0202 0.17
H -0.644 1.401 3.506 0.0733 0.0579 0.0289 0.24
H -2.455 -1.725 2.578 -0.0501 0.0361 -0.0027 0.20
H -3.523 -1.009 1.366 -0.0397 -0.0279 -0.0444 0.19
H -3.720 -0.588 3.075 -0.0088 -0.0084 -0.0083 0.18
H -2.144 2.489 1.663 -0.0028 0.0030 -0.0011 0.24
H -3.409 1.901 2.753 -0.0140 0.0037 0.0097 0.18
H -3.488 1.514 1.031 -0.0111 0.0139 -0.0352 0.19
```
Forces are in eV/Å.

* multiplicity: 3
* energy relative to the best compared isomer or geometry (same formula, charge and spin): 44.6 kJ/mol
* <S²>: 2.054
* charge: -2
* energy: -8975.84060 Eh
* HOMO energy (alpha / beta): 0.0 / -0.5 eV